C35H73N5O8S | the ωB97M-V functional and the def2-TZVPD basis

```
122
Properties=species:S:1:pos:R:3:forces:R:3
H -3.83912 4.73320 -1.77526 -0.103 0.063 -0.568
N -4.20360 4.46452 -2.70957 -0.837 -5.735 1.247
C -4.46066 3.11875 -2.62677 0.463 3.109 -0.977
C -4.25810 2.11440 -1.37324 0.011 -1.446 -0.525
C -2.68551 1.88393 -0.84874 -1.058 -0.337 1.972
C -1.71237 1.26535 -1.99632 -0.808 1.718 -1.900
C -1.78825 -0.34012 -2.27424 0.301 -0.796 -0.566
C -2.28253 -1.33588 -1.10578 -0.203 -1.419 0.515
O -3.73906 -1.23472 -0.75522 1.052 0.065 -2.583
C -1.46438 -1.33451 0.30144 0.533 -1.194 -0.030
N -2.05719 -2.38440 1.26059 1.252 0.653 -0.449
C -0.16386 1.89397 -2.06331 -0.155 -2.541 -1.915
C 0.25356 1.87844 -3.68752 -0.588 1.232 -1.060
C 0.97634 0.99672 -1.32483 1.263 0.956 1.201
C 2.37659 0.77416 -2.15711 0.404 -1.034 0.857
C 3.38870 -0.05382 -1.11381 0.050 -0.010 -0.340
C 4.75923 0.76841 -0.74898 0.265 -1.314 0.834
C 6.05502 -0.27059 -0.88811 0.053 0.000 1.565
C 6.97980 -0.04944 0.48682 0.422 -0.192 -0.275
C 7.52618 1.48751 0.66263 -0.213 0.181 0.595
S -0.10819 3.74355 -1.62900 4.846 5.919 -2.988
O -0.10135 4.60794 -2.95175 -1.259 -3.695 4.685
O 1.24541 4.13411 -0.91565 -5.213 -2.474 -1.267
O -1.49510 4.22974 -0.78180 1.548 -2.172 -0.706
C -2.09392 3.16158 0.01944 -1.033 -1.131 2.520
C -3.26807 3.92180 0.94223 0.000 0.082 -0.205
C -1.08212 2.58259 1.22552 -0.932 0.188 0.701
C -0.18528 3.75460 1.93979 0.471 -0.116 0.973
C 1.36933 3.31439 2.28322 -0.248 1.610 0.627
C 2.24679 4.73339 2.24647 0.442 0.206 -0.215
C 3.86870 4.50059 2.20295 -0.758 0.419 0.568
C 4.33617 3.75838 0.81831 0.953 -0.098 0.491
C 4.81201 4.76356 -0.38578 -0.821 -1.369 -0.652
O 4.43309 6.17419 -0.21095 1.549 -0.913 -2.339
C 4.98988 6.83787 -1.43652 1.048 -0.382 0.039
H -4.86341 2.64237 -3.64718 0.855 0.963 2.426
H -5.00746 2.30662 -0.46374 1.866 -0.069 -2.030
H -4.57172 1.02303 -1.75000 0.639 2.433 0.722
H -2.85062 1.08279 0.02636 0.447 1.656 -2.030
H -2.15669 1.71981 -3.01497 0.893 -0.860 2.311
H -0.72677 -0.74345 -2.64756 -2.231 0.960 0.939
H -2.50168 -0.56068 -3.20949 1.431 0.673 2.089
H -2.18091 -2.44582 -1.53842 0.149 2.303 0.820
H -4.22433 -1.42359 -1.62805 1.051 0.441 1.906
H -0.36111 -1.71085 0.07072 -2.014 1.339 0.149
H -1.45219 -0.33261 0.89866 -0.038 -1.728 -1.452
H -1.93171 -3.34763 0.84861 0.028 1.447 0.792
H -1.48370 -2.28708 2.14449 -0.922 -0.602 -1.422
H 1.20533 2.56765 -3.90202 -2.048 -1.882 0.640
H -0.59729 2.37032 -4.36548 1.714 -0.979 1.789
H 0.38196 0.78301 -4.10428 -0.081 2.187 1.253
H 1.28888 1.59128 -0.33689 -0.577 -1.326 -2.124
H 0.64624 -0.06374 -0.96001 0.094 2.137 -0.885
H 2.87154 1.80117 -2.46323 -1.104 -2.181 0.580
H 2.26460 0.04063 -3.09245 -0.009 1.988 1.936
H 2.84430 -0.30746 -0.09533 0.928 0.577 -2.107
H 3.67359 -1.10951 -1.59298 -0.618 2.409 0.962
H 4.90410 1.76420 -1.35695 -0.357 -2.059 1.139
H 4.69917 1.02236 0.41087 0.159 -0.283 -2.621
H 5.69792 -1.40589 -0.82281 0.665 2.520 -0.386
H 6.65890 -0.10384 -1.87706 -1.066 -0.282 1.944
H 6.34273 -0.35805 1.43987 1.180 0.661 -2.143
H 7.92922 -0.75996 0.49839 -2.066 1.407 -0.175
H 7.12120 2.21997 -0.18478 0.952 -1.656 1.842
H 7.15768 1.89739 1.71820 0.835 -0.705 -2.349
H 8.70040 1.50183 0.68712 -2.331 0.083 -0.199
H -3.74428 3.17872 1.74654 1.304 1.571 -1.839
H -2.74498 4.83647 1.48252 -1.107 -2.024 -1.076
H -4.16594 4.32343 0.31978 1.752 -0.613 0.943
H -0.49577 1.62351 0.91046 -0.733 2.029 0.338
H -1.83229 2.20471 2.07655 1.599 0.616 -2.035
H -0.67795 4.01292 2.99630 0.925 -0.541 -2.365
H -0.12508 4.76790 1.36184 -0.346 -2.153 0.713
H 1.39100 2.95960 3.40060 0.093 0.324 -2.197
H 1.80356 2.48415 1.58302 -0.867 1.712 1.241
H 1.96421 5.39651 1.30924 0.464 -1.594 1.767
H 1.99722 5.40193 3.19762 0.388 -1.581 -1.870
H 4.15659 3.90087 3.19055 -0.436 0.962 -2.300
H 4.36909 5.56890 2.33218 -0.907 -2.315 -0.545
H 5.27858 3.08682 1.09633 -2.020 1.467 -0.691
H 3.54273 3.02178 0.36456 1.279 1.656 1.180
H 5.95980 4.58312 -0.57005 -1.936 0.858 0.453
H 4.26826 4.39611 -1.38069 1.116 0.654 1.962
H 6.16969 6.68527 -1.34993 -2.372 0.653 -0.377
H 4.66550 6.27973 -2.43238 0.354 1.173 2.126
H 4.71885 7.97541 -1.49198 0.371 -2.364 0.393
C -7.93266 -3.86830 -0.07253 0.178 -0.025 0.062
N -6.72245 -4.34764 0.56125 -0.245 -1.264 0.796
C -5.48336 -3.63347 0.33333 0.107 -0.147 0.256
C -6.71370 -5.46149 1.37376 0.471 0.649 -0.360
O -5.72948 -5.92036 1.93950 -0.545 0.472 -0.475
H -7.79152 -3.87917 -1.15715 -0.203 0.090 0.013
H -8.12604 -2.84557 0.26335 -0.167 -0.038 -0.149
H -8.78815 -4.49856 0.18451 0.143 0.063 0.016
H -4.75731 -4.31515 -0.11944 0.094 0.188 0.044
H -5.09010 -3.28692 1.29368 0.181 0.080 -0.278
H -5.64691 -2.77791 -0.32771 -0.073 -0.244 0.239
H -7.70789 -5.92696 1.47833 0.002 0.151 -0.148
C 10.77436 -3.21235 -1.06386 -0.120 -0.173 -0.126
N 9.50310 -3.87817 -1.25529 -0.996 0.535 0.815
C 9.41652 -4.95742 -2.21708 -0.311 -0.068 0.043
C 8.37430 -3.51661 -0.55103 0.163 -0.547 -0.525
O 7.27079 -4.03535 -0.66277 0.940 0.269 -0.108
H 11.09028 -2.77404 -2.01492 0.178 0.054 0.150
H 11.51280 -3.94887 -0.73457 0.126 0.202 -0.012
H 10.69586 -2.42189 -0.31274 -0.071 -0.145 -0.111
H 8.67299 -4.69884 -2.97679 0.092 -0.205 -0.003
H 9.09332 -5.86757 -1.70309 0.020 0.001 -0.226
H 10.38568 -5.12835 -2.69376 -0.155 0.116 0.157
H 8.55224 -2.68614 0.15229 0.124 -0.090 -0.077
C -11.19512 -6.75647 5.14890 0.150 -0.075 -0.152
N -10.86806 -6.63707 3.74360 -0.863 0.978 -0.693
C -9.79294 -7.44387 3.20459 -0.028 0.078 -0.299
C -11.54779 -5.78006 2.90431 0.602 -0.545 0.013
O -11.32426 -5.62975 1.70985 0.098 -0.262 0.861
H -10.31410 -6.49117 5.74038 -0.165 -0.062 0.154
H -11.48125 -7.79110 5.35831 -0.013 0.108 0.207
H -12.02157 -6.09363 5.41868 0.132 -0.083 -0.126
H -9.02796 -6.78379 2.78513 -0.013 -0.269 0.059
H -10.18904 -8.07697 2.40503 0.217 0.001 0.038
H -9.35137 -8.06972 3.98500 -0.142 0.188 -0.105
H -12.34431 -5.21564 3.41714 0.052 -0.078 0.081
```
Forces are in eV/Å.

Calculated values
net charge = 0
molecular weight = 724.063 g/mol
E_tot = -72129.28752 eV
Kohn-Sham gap = 9.24 eV
highest occupied orbital energy = -9.047 eV
LUMO = 0.189 eV
2S+1 = 1

C35H76N2O4S | the ωB97M-V functional and the def2-TZVPD basis

```
118
Properties=species:S:1:pos:R:3:forces:R:3
C 1.79594 0.71400 3.45987 -0.367 -0.064 0.284
C 0.47451 1.43289 3.12706 0.307 0.180 0.063
C 0.54796 2.25599 1.83680 -0.300 -0.346 0.435
C -0.74734 3.03335 1.61564 0.145 -0.051 -0.056
C -0.74280 4.14064 0.53439 0.016 -0.069 0.502
C 0.42154 4.19453 -0.44083 0.043 -0.071 -0.445
C 0.51770 3.07837 -1.49648 -0.254 0.087 0.076
C -0.82778 2.62157 -2.10014 0.925 -0.094 0.248
C -0.58400 1.62943 -3.24980 -0.483 0.111 -0.054
C -0.57656 0.09764 -2.99389 0.363 0.222 -0.097
C -0.46484 -0.43338 -1.56033 -0.357 -0.496 0.029
C 0.59381 -1.55322 -1.53510 -0.334 0.842 0.272
S 0.69553 -2.23972 0.11332 0.826 -0.507 0.050
O 2.01853 -2.02197 0.60739 -0.103 0.194 0.155
O 0.16792 -3.56997 0.12862 -0.411 0.131 -0.101
O -0.23673 -1.27670 0.96508 0.045 0.294 -0.194
C -1.61268 -1.16256 0.53747 -0.522 -0.491 0.014
C -1.76701 -1.07190 -0.98123 0.325 0.270 -0.227
C -3.10336 -0.43108 -1.39497 -0.235 -0.199 0.288
C -4.32690 -0.91886 -0.56279 -0.016 0.185 -0.332
C -5.19566 0.17502 0.07368 -0.050 0.069 -0.231
C -6.37368 -0.45382 0.84006 -0.014 0.431 -0.158
C -7.65337 0.40771 1.02752 0.200 -0.091 0.229
C -8.00296 0.66737 2.50468 0.214 -0.057 -0.101
C -7.26917 1.85277 3.12544 -0.102 0.154 -0.127
C -7.73118 3.20214 2.55640 -0.088 -0.209 0.351
O -6.71294 4.17419 2.54863 -0.199 0.277 -0.094
C -5.91911 4.13957 1.39224 0.270 -0.033 0.008
H 1.63909 -0.36346 3.49109 0.185 -0.030 -0.196
H 2.14826 0.99879 4.45248 0.104 0.042 -0.023
H 2.58488 0.94325 2.74433 -0.021 -0.071 -0.064
H 0.21381 2.11050 3.94566 -0.039 -0.009 -0.019
H -0.33290 0.70168 3.07059 -0.098 0.006 -0.110
H 0.71982 1.55357 1.01655 0.210 0.166 -0.114
H 1.40894 2.92106 1.93442 0.010 0.050 -0.210
H -1.00733 3.49682 2.57142 -0.098 -0.022 -0.021
H -1.54104 2.30347 1.42041 -0.017 0.020 -0.070
H -0.76149 5.09801 1.06105 -0.012 0.045 -0.095
H -1.67543 4.08731 -0.01932 -0.179 0.087 -0.128
H 0.33211 5.13873 -0.98793 0.003 0.030 0.058
H 1.36815 4.24949 0.09968 0.011 0.033 0.009
H 1.13606 3.46275 -2.31319 0.050 -0.100 -0.003
H 1.05373 2.21390 -1.09468 -0.049 -0.043 0.012
H -1.33873 3.50380 -2.49262 -0.149 -0.055 0.088
H -1.42661 2.19553 -1.29328 -0.252 -0.029 -0.121
H 0.36968 1.91107 -3.70025 -0.018 -0.052 -0.076
H -1.33981 1.80836 -4.01773 0.059 0.024 -0.048
H 0.28591 -0.27413 -3.55502 -0.084 -0.149 -0.022
H -1.44585 -0.35200 -3.47268 -0.026 -0.024 0.019
H -0.08966 0.32168 -0.86572 -0.241 0.267 -0.135
H 1.55994 -1.09729 -1.74480 0.166 -0.338 -0.038
H 0.34030 -2.34090 -2.24160 0.113 -0.126 0.088
H -2.14617 -2.03181 0.92349 0.092 0.004 0.040
H -2.03683 -0.28426 1.02506 0.373 0.169 0.079
H -1.78051 -2.09860 -1.36726 -0.092 -0.003 0.011
H -3.28783 -0.71304 -2.43195 0.055 0.139 -0.039
H -3.06323 0.65981 -1.38730 0.168 0.076 0.184
H -4.99488 -1.45170 -1.24434 0.064 -0.190 0.093
H -4.02440 -1.64355 0.19488 -0.072 0.029 0.017
H -4.59801 0.84648 0.70173 -0.038 -0.125 0.120
H -5.57711 0.80957 -0.73498 -0.042 -0.023 0.005
H -6.66563 -1.34369 0.27779 0.087 -0.143 0.192
H -6.00869 -0.76551 1.82149 -0.040 -0.213 -0.033
H -8.49131 -0.11525 0.56306 0.014 0.043 -0.032
H -7.55150 1.35425 0.49219 0.022 0.017 -0.036
H -7.73227 -0.23185 3.06361 -0.207 -0.036 0.073
H -9.07812 0.81557 2.63660 -0.025 -0.032 -0.091
H -7.45199 1.86695 4.20157 0.174 -0.071 0.024
H -6.18864 1.75431 2.98303 -0.007 -0.010 -0.058
H -8.14529 3.08262 1.54902 0.023 0.015 -0.029
H -8.52286 3.61255 3.18523 -0.071 -0.054 -0.021
H -5.52541 5.14034 1.23349 0.079 0.052 -0.035
H -6.49849 3.84156 0.51117 0.004 0.046 0.002
H -5.07742 3.44948 1.50959 0.048 -0.083 -0.091
C 3.72597 -0.58947 -4.42319 -0.034 0.001 0.062
C 3.04126 -1.69070 -5.21865 0.105 -0.004 0.095
N 2.43934 -1.22693 -6.45479 -0.052 -0.001 -0.004
C 1.56681 -2.21108 -7.07302 -0.148 -0.026 0.009
C 2.18993 -3.51502 -7.58468 -0.039 -0.021 -0.044
C 3.32800 -0.50967 -7.35528 0.073 0.133 -0.016
C 4.58771 -1.23218 -7.85046 -0.008 0.038 -0.074
H 3.03521 0.23021 -4.21322 -0.001 0.016 -0.053
H 4.07536 -0.99254 -3.47122 0.003 0.005 0.001
H 4.59500 -0.18224 -4.94036 -0.004 0.001 -0.005
H 2.23937 -2.10887 -4.60145 -0.032 -0.049 -0.071
H 3.76460 -2.50710 -5.37193 -0.012 -0.011 -0.004
H 1.03593 -1.72193 -7.89443 0.046 0.030 -0.012
H 0.79764 -2.46484 -6.33600 0.044 0.006 0.046
H 2.74290 -3.36940 -8.51152 0.045 0.008 0.028
H 1.40076 -4.24099 -7.78982 -0.006 0.011 -0.004
H 2.86003 -3.96381 -6.85068 0.005 0.015 0.008
H 3.63608 0.41219 -6.85654 -0.005 -0.029 0.051
H 2.73490 -0.18230 -8.21284 -0.034 -0.064 -0.001
H 5.09187 -1.77046 -7.04660 -0.005 0.012 0.015
H 5.29564 -0.50287 -8.24873 -0.005 0.002 0.001
H 4.37073 -1.93955 -8.64927 0.002 -0.056 0.050
C 6.32436 -3.85329 6.73228 0.011 -0.030 0.005
C 5.83484 -3.37931 5.37213 0.084 0.013 0.044
N 4.57623 -2.65985 5.43330 -0.046 0.020 -0.029
C 3.97271 -2.44199 4.12772 -0.061 -0.092 -0.123
C 4.71098 -1.54550 3.12773 -0.057 0.034 -0.088
C 4.54176 -1.52657 6.34194 -0.002 0.025 0.143
C 5.55498 -0.39438 6.12339 -0.059 0.063 0.031
H 5.56658 -4.46347 7.22592 -0.023 0.034 0.005
H 7.22320 -4.45911 6.60892 -0.004 -0.003 -0.005
H 6.58064 -3.02317 7.39159 0.003 0.004 -0.006
H 5.67557 -4.25601 4.73838 -0.030 0.039 -0.050
H 6.63869 -2.79663 4.89334 0.003 -0.003 0.000
H 2.96579 -2.04808 4.28121 0.005 0.031 0.063
H 3.83140 -3.42450 3.66726 0.065 -0.023 0.033
H 4.62840 -0.48969 3.38528 0.058 -0.014 0.039
H 4.26921 -1.66943 2.13741 -0.039 -0.003 0.017
H 5.76882 -1.80152 3.04946 0.004 -0.007 0.039
H 4.66923 -1.90699 7.35841 0.033 -0.037 -0.021
H 3.52881 -1.11612 6.31829 -0.003 -0.006 -0.075
H 6.55448 -0.77753 5.91218 -0.002 -0.017 0.007
H 5.62305 0.21655 7.02609 -0.003 -0.005 0.001
H 5.26471 0.26604 5.30771 0.047 -0.036 -0.051
```
Forces are in eV/Å.

Calculated values
net charge = 0
molecular weight = 621.070 g/mol
E_tot = -59531.80227 eV
Kohn-Sham gap = 8.35 eV
highest occupied orbital energy = -7.767 eV
LUMO = 0.583 eV
2S+1 = 1

> What is the LUMO in the first record?

0.189 eV